Below is a cluster of 20 separate species, C3H45O20 in total in a non-equilibrium geometry, with properties calculated with ωB97M-V/def2-TZVPD.

Output
* energy above the lowest of the compared OMol25 structures with the same formula, charge and spin: 0.0 kcal per mole
* HOMO-LUMO gap: 8.0 eV

ORCA input file:
```
! RIJCOSX wB97M-V def2-TZVPD def2/J DEFGRID3
* xyz -1 1
O 0.01465 2.82070 -3.63678
O 3.17443 0.39832 -2.19008
O 2.98749 -1.68403 2.05607
O -0.10789 2.71034 1.63816
O 0.71121 -0.13470 1.45732
O -0.75908 3.26926 -1.12277
O 4.43612 -1.27614 -0.23113
O -3.62019 1.77557 -0.03024
O 1.15312 0.52754 -4.21151
O -3.29563 -1.40745 -2.11342
O -2.60916 -3.61818 2.89227
O -3.33862 -1.84278 0.77232
O 2.23965 0.61896 3.46035
O -1.96472 0.55212 1.58766
O -0.42919 -1.00955 3.61112
O 1.89191 3.56295 -0.29080
O -2.36015 1.17198 -2.45015
O -0.82510 -1.18128 -3.92844
O 1.68771 -2.83509 4.04002
O 2.85593 1.14526 0.44296
C 0.10729 -0.14525 -0.88644
C 0.70425 -0.89733 0.29521
C 0.08102 -2.22840 0.69058
H -1.17609 2.43384 -1.30570
H -1.32243 3.93707 -1.44396
H 2.13143 -1.39014 1.73425
H -1.09576 0.13340 1.63584
H -0.98192 -0.00044 -0.75578
H -1.05010 -1.25314 -3.00726
H 1.72922 0.40217 2.65448
H -3.52336 -3.88899 2.97380
H 2.05432 -2.54882 3.21985
H -3.57428 -1.87557 -0.17337
H 2.37783 0.43157 -2.69366
H 0.25214 -0.87004 -1.76141
H -3.16699 1.19284 0.62669
H -3.13045 -0.47237 -2.11128
H -0.04907 -1.81944 3.80327
H 2.34201 -2.65191 4.69074
H -2.92095 -1.01509 0.92249
H -3.33115 -1.55634 -3.08745
H -0.83145 -2.16833 1.23112
H -1.59220 -1.16678 -4.47662
H 3.97816 -1.49852 0.59575
H 3.48477 0.98655 1.16002
H -2.70038 -3.22758 2.05687
H 0.63291 0.70113 -1.24544
H -4.51365 1.39640 -0.04964
H -0.26551 2.92170 0.71183
H 0.24981 3.67155 -3.99175
H 1.68680 -1.27577 -0.00250
H -2.56082 1.41430 -3.36176
H 0.69801 -2.87040 1.34023
H 0.76205 1.37171 -3.92010
H 3.10197 -0.90976 2.63828
H -0.12617 -2.82369 -0.15628
H 3.84212 -0.87607 -0.81388
H 2.28091 1.54091 3.53252
H 2.03362 0.66473 0.62212
H 2.96616 0.67015 -1.31590
H 1.66629 3.22441 -1.15752
H -0.19881 2.96791 -2.74740
H 2.03234 2.80185 0.23055
H -2.16280 0.65124 2.51649
H 0.58934 -0.12512 -3.84135
H -0.21086 1.77377 1.81390
H 0.01633 -0.78720 2.78033
H -3.15838 1.48952 -1.92367
*
```

=====

Below is a structure of composition C3H4AgLiO4 in a non-equilibrium geometry, with properties calculated with ωB97M-V/def2-TZVPD.

Output
* energy above the lowest of the compared OMol25 structures with the same formula, charge and spin: 25.2 kcal per mole
* HOMO-LUMO gap (spin up / spin down): 8.4 / 7.1 eV

ORCA input file:
```
! RIJCOSX wB97M-V def2-TZVPD def2/J DEFGRID3
* xyz 1 2
Ag 1.72995 -1.00505 -1.88514
O -0.76005 1.29428 -0.08781
O 1.64964 0.72641 -0.61492
O 0.69454 -1.09785 0.29205
O 0.91426 2.58979 0.37969
C 0.56055 1.54341 -0.12783
C -1.27573 0.00124 -0.30358
C -0.62594 -1.02210 0.65424
Li 2.39889 -0.08045 0.99567
H -1.14539 -0.29092 -1.35635
H -0.69020 -0.72515 1.71120
H -1.10703 -1.98644 0.41037
H -2.34349 0.05282 -0.06760
*
```

=====

Below is a structure of composition C3H4AgO3 in a non-equilibrium geometry, with properties calculated with ωB97M-V/def2-TZVPD.

Output
* energy above the lowest of the compared OMol25 structures with the same formula, charge and spin: 14.8 kcal per mole
* HOMO-LUMO gap (spin up / spin down): 10.9 / 9.1 eV

ORCA input file:
```
! RIJCOSX wB97M-V def2-TZVPD def2/J DEFGRID3
* xyz 2 2
Ag 2.97062 -1.75082 -0.90422
O 0.91766 -0.27332 0.15534
O -1.08035 0.86573 0.10193
O 0.83284 1.90369 0.30321
C -1.85388 -0.15067 0.32624
C -3.11596 -0.00007 -0.33194
C 0.29924 0.75060 0.16784
H -1.38215 -1.12197 0.52397
H -3.66469 -0.62208 0.46658
H -3.12708 -0.61066 -1.24865
H -3.50981 1.01760 -0.35563
*
```

=====

Below is a structure of composition C3H4AgO4 in a non-equilibrium geometry, with properties calculated with ωB97M-V/def2-TZVPD.

Output
* energy above the lowest of the compared OMol25 structures with the same formula, charge and spin: 37.5 kcal per mole
* HOMO-LUMO gap (spin up / spin down): 9.9 / 5.8 eV

ORCA input file:
```
! RIJCOSX wB97M-V def2-TZVPD def2/J DEFGRID3
* xyz 0 2
Ag -0.61235 -1.86590 -0.52117
O 0.50344 2.19856 0.42411
O 0.56329 0.24948 1.39840
O -0.56779 1.89547 2.36568
O -1.24227 -3.57687 -0.93932
C 0.37035 1.20766 -0.70351
C 0.63553 -0.10457 -0.02292
C 0.25511 1.53727 1.54893
H 1.11336 1.45095 -1.46993
H -0.62080 1.37315 -1.14775
H 1.69072 -0.38584 -0.18133
H -2.08859 -3.97937 -0.75119
*
```

=====

Below is a structure of composition C3H4BaFO3 in a non-equilibrium geometry, with properties calculated with ωB97M-V/def2-TZVPD.

Output
* HOMO-LUMO gap (spin up / spin down): 5.0 / 9.0 eV

ORCA input file:
```
! RIJCOSX wB97M-V def2-TZVPD def2/J DEFGRID3
* xyz 0 2
Ba 1.51476 2.33768 3.57943
F 0.02456 -2.46777 -1.65422
O -0.18144 2.17456 1.36040
O -0.33939 1.11169 -0.57166
O 0.91718 0.28717 1.07332
C 0.21838 1.25144 0.61953
C 0.26621 -1.19715 -0.57103
C -0.84311 -0.19545 -0.88233
H -1.08499 -0.18609 -1.94996
H 0.01620 -1.82217 0.29521
H -1.72660 -0.38281 -0.26282
H 1.21824 -0.91110 -1.03587
*
```

=====

Below is a structure of composition C3H4BeO4 in a non-equilibrium geometry, with properties calculated with ωB97M-V/def2-TZVPD.

Output
* energy above the lowest of the compared OMol25 structures with the same formula, charge and spin: 20.2 kcal per mole
* HOMO-LUMO gap (spin up / spin down): 5.8 / 9.5 eV

ORCA input file:
```
! RIJCOSX wB97M-V def2-TZVPD def2/J DEFGRID3
* xyz 1 2
O 0.05978 -1.04463 -0.12124
O 1.63516 0.18180 0.93933
O 0.03006 1.22064 -0.42055
O 1.83691 0.08520 -1.24843
C 0.91650 0.14370 -0.33395
C -1.21806 0.84892 -0.00372
C -1.30269 -0.64379 -0.02614
Be 2.61457 0.15476 -0.06256
H -1.84929 -1.02854 -0.90424
H -2.02119 1.52682 -0.28685
H -1.75605 -1.05813 0.88752
H 1.05430 -0.38675 1.58082
*
```

=====

Respective M values: 401.373, 218.870, 195.930, 211.929, 244.388, 113.073 g/mol.